Record 1
The following is a DFT calculation (wB97M-V/def2-TZVPD) of 2 unconnected molecules or ions with the total composition C3H4F3I at a distorted geometry.

Output
F_max = 0.0703 Eh/bohr
ΔE to the lowest compared entry with this formula, charge and spin = 105.7 kcal/mol
net charge = 0
frontier orbital gap = 8.76 eV

CARTESIAN COORDINATES (ANGSTROEM)
C1 -0.980 -0.109 -1.083
C2 0.450 0.056 -0.935
C3 0.042 0.231 2.361
F1 -1.704 0.542 -0.153
F2 1.092 -0.984 -0.271
F3 0.064 -0.958 2.852
I1 1.854 1.058 2.727
H1 -1.277 -1.227 -1.069
H2 -1.179 0.335 -2.108
H3 0.696 0.969 -0.317
H4 0.943 0.086 -2.004



Record 2
The following is a DFT calculation (wB97M-V/def2-TZVPD) of a single C3H4F3N molecule at a distorted geometry.

Output
F_max = 0.1112 Eh/bohr
ΔE to the lowest compared entry with this formula, charge and spin = 103.1 kcal/mol
SMILES = CN(F)/C(F)=C/F
net charge = 0
frontier orbital gap = 11.14 eV

CARTESIAN COORDINATES (ANGSTROEM)
C1 1.218 -0.223 -0.663
N1 -0.010 0.532 -1.197
F1 0.357 1.831 -0.956
C2 -1.204 0.146 0.066
F2 -2.354 0.746 -0.230
C3 -0.916 -0.474 1.159
F3 -1.794 -0.672 2.128
H1 1.986 -0.007 -1.341
H2 1.471 0.108 0.284
H3 1.089 -1.305 -0.629
H4 0.156 -0.683 1.381



Record 3
The following is a DFT calculation (wB97M-V/def2-TZVPD) of a single C3H4F3N3 molecule at a distorted geometry.

Output
F_max = 0.0750 Eh/bohr
ΔE to the lowest compared entry with this formula, charge and spin = 151.4 kcal/mol
SMILES = N#CN(F)CCN(F)F
net charge = 0
frontier orbital gap = 10.89 eV

CARTESIAN COORDINATES (ANGSTROEM)
N1 0.336 3.212 -2.340
C1 0.364 2.509 -1.427
N2 0.135 1.715 -0.339
F1 0.919 2.456 0.703
C2 0.264 0.301 -0.519
C3 -0.360 -0.349 0.714
N3 0.634 -0.667 1.728
F2 -0.030 -1.256 2.775
F3 1.384 -1.735 1.224
H1 -0.268 0.237 -1.435
H2 1.244 -0.116 -0.565
H3 -1.060 0.292 1.385
H4 -0.848 -1.189 0.388



Record 4
The following is a DFT calculation (wB97M-V/def2-TZVPD) of a single C3H4F3NO3 molecule at a distorted geometry.

Output
F_max = 0.1204 Eh/bohr
ΔE to the lowest compared entry with this formula, charge and spin = 0.0 kcal/mol
SMILES = NC(=O)C(O)(O)C(F)(F)F
net charge = 0
frontier orbital gap = 10.94 eV

CARTESIAN COORDINATES (ANGSTROEM)
N1 -0.973 0.901 -0.620
C1 -0.438 -0.289 -0.702
O1 -0.790 -1.178 -1.435
C2 0.790 -0.542 0.304
O2 1.071 -1.905 0.337
O3 0.528 0.116 1.480
C3 2.153 0.051 -0.301
F1 2.235 1.390 -0.435
F2 2.303 -0.515 -1.495
F3 3.216 -0.323 0.501
H1 -0.535 1.608 0.147
H2 -1.355 1.241 -1.448
H3 0.367 -2.373 0.087
H4 0.782 -0.511 2.149



Record 5
The following is a DFT calculation (wB97M-V/def2-TZVPD) of 2 unconnected molecules or ions with the total composition C3H4F3P at a distorted geometry.

Output
F_max = 0.0786 Eh/bohr
ΔE to the lowest compared entry with this formula, charge and spin = 68.8 kcal/mol
net charge = 0
frontier orbital gap = 8.68 eV

CARTESIAN COORDINATES (ANGSTROEM)
C1 0.003 0.593 -0.095
C2 0.377 -0.913 1.666
C3 -0.305 -0.594 -0.981
F1 1.305 1.017 0.234
F2 0.039 -0.124 2.690
F3 1.574 -1.111 1.780
P1 -0.061 0.888 -2.223
H1 -1.270 -0.930 -0.542
H2 0.377 -1.488 -0.940
H3 -0.658 1.125 0.644
H4 -1.380 1.538 -2.232



Record 6
The following is a DFT calculation (wB97M-V/def2-TZVPD) of 2 unconnected molecules or ions with the total composition C3H4FIO at a distorted geometry.

Output
F_max = 0.1038 Eh/bohr
ΔE to the lowest compared entry with this formula, charge and spin = 73.8 kcal/mol
net charge = 0
frontier orbital gap (alpha / beta) = 8.03 / 8.03 eV

CARTESIAN COORDINATES (ANGSTROEM)
C1 -1.083 1.071 0.322
C2 1.083 -0.638 -0.891
C3 -0.614 -0.318 0.663
O1 -1.847 1.360 -0.638
F1 -1.566 -1.269 0.422
I1 2.816 -0.481 0.278
H1 -0.673 1.894 1.015
H2 1.093 -1.552 -1.358
H3 0.821 0.295 -1.412
H4 -0.031 -0.362 1.600



Record 7
The following is a DFT calculation (wB97M-V/def2-TZVPD) of a single C3H4FN3 molecule at a distorted geometry.

Output
F_max = 0.0450 Eh/bohr
ΔE to the lowest compared entry with this formula, charge and spin = 29.9 kcal/mol
SMILES = Cn1ncc(F)n1
net charge = 0
frontier orbital gap = 10.76 eV

CARTESIAN COORDINATES (ANGSTROEM)
C1 -1.282 -0.460 1.216
N1 -0.278 -0.109 0.250
N2 0.845 -0.838 0.128
C2 1.480 -0.168 -0.835
C3 0.714 0.918 -1.233
F1 1.056 1.799 -2.183
N3 -0.421 0.969 -0.538
H1 -2.251 -0.128 0.865
H2 -1.288 -1.535 1.368
H3 -1.028 0.078 2.160
H4 2.453 -0.526 -1.199



Record 8
The following is a DFT calculation (wB97M-V/def2-TZVPD) of a single C3H4FN3O molecule at a distorted geometry.

Output
F_max = 0.0965 Eh/bohr
ΔE to the lowest compared entry with this formula, charge and spin = 28.3 kcal/mol
SMILES = Nc1nc(O)[nH]c1F
net charge = 0
frontier orbital gap = 9.00 eV

CARTESIAN COORDINATES (ANGSTROEM)
N1 1.938 -1.158 -0.050
C1 0.740 -0.398 -0.058
N2 -0.600 -0.946 0.028
C2 -1.322 0.149 -0.036
O1 -2.697 0.196 0.036
N3 -0.588 1.277 -0.047
C3 0.706 0.915 -0.148
F1 1.667 1.821 -0.012
H1 2.320 -1.309 1.071
H2 1.879 -2.083 -0.644
H3 -3.027 -0.683 -0.372
H4 -1.015 2.220 0.232